(1)
# C4H6N2

A single C4H6N2 molecule (ωB97M-V/def2-TZVPD, the OMol25 dataset).

XYZ file:
```
12
Properties=species:S:1:pos:R:3:forces:R:3
C -2.191387 -0.026126 1.073634 0.609 -0.187 -1.466
C -0.442470 0.070315 -0.832374 2.150 -5.669 -1.692
C -0.816336 -0.713343 0.379412 -1.833 -1.682 0.499
C 1.243880 0.732695 0.879888 1.694 1.940 0.429
N -2.556446 -0.082228 2.213492 -0.047 -0.004 0.454
N 0.313680 0.018435 0.299051 1.231 0.163 1.925
H -0.039582 -0.640331 -1.581863 -0.218 0.972 -0.321
H -0.852691 0.898383 -1.179060 -2.289 3.827 -1.116
H -2.634723 0.454245 0.152715 -0.115 -0.110 0.912
H -0.763793 -1.861389 0.324571 -0.280 1.918 0.445
H 1.675983 1.526380 0.181862 -0.423 -1.186 1.494
H 1.545728 0.604482 1.956809 -0.480 0.018 -1.562
```
Positions in Å, forces in eV/Å.

relative energy (zero: lowest compared OMol25 entry of this formula, charge and spin): 618.8 kJ/mol
orbital gap (alpha / beta): 5.8 / 8.9 eV
DFT total energy: -265.29990 hartree
largest force on an atom: 6.3 eV Å⁻¹
E_LUMO (alpha / beta): -0.64 / 0.51 eV
HOMO energy (alpha / beta): -6.5 / -8.4 eV
charge: 0


(2)
# C44H58N10O3P

8 unconnected molecules or ions with the total composition C44H58N10O3P (ωB97M-V/def2-TZVPD, the OMol25 dataset).

XYZ file:
```
116
Properties=species:S:1:pos:R:3:forces:R:3
C -2.124256 -4.707612 1.052911 -0.002 0.198 -0.022
C -2.910384 -3.696083 0.211493 -0.305 -0.123 0.115
O -3.605696 -4.311972 -0.884707 0.049 0.349 -0.123
C -1.925526 -2.694848 -0.355102 0.248 -0.201 -0.006
O -2.473764 -1.550109 -1.041157 0.008 0.047 -0.025
N -3.403008 -0.874636 -0.254191 -0.431 0.297 -0.771
C -2.980572 0.500290 0.075592 0.738 0.091 0.357
C -2.322040 0.535466 1.448560 -0.268 -0.297 0.090
C -3.318025 0.152314 2.542076 0.449 0.067 0.208
O -4.574878 0.821788 2.426348 -0.147 -0.079 -0.369
C -4.681911 -1.034484 -0.719384 -0.076 0.246 0.372
N -4.918059 -1.586832 -1.919271 0.596 -0.504 0.119
N -5.649804 -0.579585 0.054876 -0.067 0.018 -0.047
P -7.364252 -0.574954 -0.376498 -0.003 -0.222 -0.094
C -7.782032 1.189071 -0.117274 -0.222 0.074 -0.178
C -7.956887 -1.340701 1.171419 0.282 -0.025 0.177
H -2.203635 -4.463351 2.114800 0.079 0.007 -0.062
H -1.067779 -4.669410 0.776631 -0.005 -0.286 0.100
H -2.523529 -5.710352 0.906222 0.045 0.040 -0.053
H -3.658508 -3.205956 0.846760 0.139 0.146 -0.030
H -4.481738 -4.568895 -0.584019 0.104 -0.228 0.069
H -1.225898 -2.370307 0.420446 -0.128 0.049 0.018
H -1.344002 -3.196011 -1.133515 -0.028 0.056 0.063
H -3.845404 1.160157 0.035321 0.073 -0.034 -0.126
H -2.275216 0.825890 -0.692135 -0.155 -0.058 -0.041
H -1.877698 1.514950 1.636032 -0.125 0.019 -0.060
H -1.520059 -0.209608 1.480231 0.081 0.204 -0.026
H -2.884713 0.348355 3.527068 -0.047 -0.006 -0.053
H -3.517285 -0.921670 2.487057 -0.164 0.079 -0.007
H -4.429966 1.704445 2.060400 0.062 0.062 0.275
H -4.049456 -1.737636 -2.418354 0.035 -0.231 0.031
H -5.483380 -2.424106 -1.927821 -0.467 0.285 -0.191
H -5.339973 -0.158338 0.938455 -0.090 -0.071 0.128
H -8.542562 1.282003 0.660608 0.117 0.057 0.007
H -6.922847 1.814602 0.126005 -0.015 -0.074 0.065
H -8.212038 1.551163 -1.053600 0.066 0.123 0.115
H -7.498008 -0.902537 2.063357 -0.126 0.080 -0.075
H -9.041340 -1.239214 1.234357 0.045 -0.093 -0.021
H -7.683983 -2.398451 1.140991 -0.208 0.028 0.037
N -2.565678 3.767472 -0.408331 0.058 -0.168 0.050
C -1.232307 3.765462 -0.355683 -0.030 0.019 0.003
C -0.429410 4.586244 -1.129800 0.001 -0.013 -0.005
C -1.039200 5.459421 -2.016920 -0.044 -0.008 -0.044
C -2.422723 5.472880 -2.084791 0.033 -0.025 0.005
C -3.139754 4.614408 -1.264857 -0.113 -0.055 0.055
H -0.782849 3.070861 0.347740 0.040 0.021 -0.004
H 0.647248 4.546741 -1.038049 0.002 0.007 0.012
H -0.442014 6.121958 -2.626191 0.017 0.040 0.049
H -2.945328 6.140390 -2.756622 -0.020 0.001 0.009
H -4.224199 4.609862 -1.290131 -0.003 0.062 -0.010
N 1.378289 -3.898810 1.066930 -0.087 0.081 -0.065
C 1.924312 -4.307878 2.212571 -0.045 0.014 0.002
C 3.258455 -4.121271 2.536194 -0.008 -0.019 0.040
C 4.075581 -3.482708 1.618005 0.057 0.016 -0.053
C 3.526763 -3.050952 0.420007 0.016 -0.006 0.029
C 2.178566 -3.281880 0.196646 -0.027 -0.016 0.016
H 1.254977 -4.810563 2.903398 0.014 -0.006 0.014
H 3.654836 -4.475945 3.478264 -0.004 -0.044 -0.014
H 5.122506 -3.333951 1.848194 -0.004 0.030 0.043
H 4.126006 -2.557213 -0.333610 -0.030 -0.036 -0.051
H 1.714992 -2.961085 -0.731280 0.028 0.003 -0.017
N 4.974933 -2.228292 -2.847168 -0.010 0.051 0.025
C 6.301978 -2.141373 -2.909369 -0.009 -0.037 0.028
C 6.977117 -1.324872 -3.804119 -0.007 0.003 -0.012
C 6.234366 -0.557052 -4.685840 0.004 0.006 -0.007
C 4.852144 -0.637992 -4.634949 0.012 -0.001 -0.001
C 4.274884 -1.484090 -3.700533 -0.010 -0.018 0.015
H 6.850130 -2.760929 -2.207742 0.021 0.010 -0.005
H 8.057902 -1.295755 -3.808127 0.004 -0.010 0.005
H 6.723699 0.091384 -5.400757 0.002 0.001 -0.002
H 4.231669 -0.059226 -5.305212 -0.010 -0.002 0.001
H 3.195906 -1.572916 -3.631634 -0.004 0.014 -0.020
N 1.156570 8.025485 -1.809691 0.040 0.001 -0.057
C 1.588501 8.613137 -0.695772 -0.033 -0.037 0.018
C 2.415179 9.726074 -0.686528 0.003 0.005 -0.012
C 2.818599 10.258695 -1.900050 0.006 0.008 -0.001
C 2.378359 9.658251 -3.068400 0.003 0.008 0.009
C 1.551928 8.549866 -2.968408 -0.013 -0.013 0.013
H 1.252961 8.168464 0.234769 0.009 0.018 0.014
H 2.732524 10.162176 0.250464 -0.003 -0.007 0.009
H 3.464023 11.126515 -1.934863 0.002 0.002 0.000
H 2.667181 10.038868 -4.038242 -0.007 -0.005 -0.008
H 1.186601 8.056607 -3.863335 0.018 0.015 -0.017
N 7.024087 -2.967492 3.406750 0.029 -0.017 -0.052
C 7.536410 -3.408003 4.554231 -0.066 -0.030 0.016
C 8.868013 -3.250642 4.908237 0.011 0.011 -0.013
C 9.714511 -2.602291 4.023698 0.007 0.000 0.002
C 9.195470 -2.139113 2.825335 0.008 -0.004 0.011
C 7.849386 -2.346467 2.566665 -0.020 0.001 0.011
H 6.843322 -3.912407 5.218941 0.013 -0.010 0.010
H 9.228536 -3.628200 5.855024 -0.008 -0.006 0.005
H 10.760112 -2.460281 4.263764 0.003 0.000 0.001
H 9.818359 -1.627793 2.104421 -0.006 0.005 -0.007
H 7.407742 -1.995745 1.639068 0.022 0.010 -0.008
N -6.361807 5.514033 -2.128909 -0.012 -0.034 -0.028
C -6.231332 5.186964 -3.413593 0.016 -0.012 0.019
C -6.933955 5.801681 -4.438146 -0.006 0.009 0.000
C -7.823690 6.812743 -4.111947 -0.005 0.005 -0.006
C -7.970308 7.164852 -2.780213 0.002 -0.005 -0.015
C -7.218933 6.488863 -1.830985 0.015 -0.012 0.040
H -5.524256 4.392403 -3.631300 0.001 0.005 -0.026
H -6.784563 5.495117 -5.464164 0.006 -0.009 0.000
H -8.391199 7.318213 -4.882170 -0.001 0.002 -0.002
H -8.651502 7.948506 -2.479287 0.003 0.004 0.011
H -7.304521 6.740065 -0.779779 -0.017 0.017 -0.003
N 4.756233 -6.833781 4.259763 -0.015 0.037 0.011
C 5.819503 -7.222934 3.559978 0.015 0.053 0.009
C 5.925591 -8.466046 2.954433 -0.012 -0.011 0.004
C 4.871625 -9.355432 3.084638 0.000 -0.006 -0.005
C 3.758309 -8.964470 3.810986 0.007 -0.001 -0.014
C 3.750075 -7.697634 4.374334 0.004 0.017 0.009
H 6.624652 -6.500002 3.480753 0.008 -0.008 -0.023
H 6.814030 -8.726913 2.396143 0.008 0.007 0.002
H 4.916839 -10.335737 2.628442 0.000 -0.003 -0.001
H 2.912367 -9.625487 3.940112 -0.007 0.004 0.006
H 2.894789 -7.355873 4.947608 -0.008 -0.025 0.006
```
Positions in Å, forces in eV/Å.

orbital gap: 8.9 eV
DFT total energy: -2825.79169 hartree
largest force on an atom: 0.9 eV Å⁻¹
E_LUMO: -1.92 eV
HOMO energy: -10.8 eV
charge: +1


(3)
# C6H10N2

2 unconnected molecules or ions with the total composition C6H10N2 (ωB97M-V/def2-TZVPD, the OMol25 dataset).

XYZ file:
```
18
Properties=species:S:1:pos:R:3:forces:R:3
C -2.180089 1.991663 0.042626 0.099 3.917 -0.730
C 1.604698 -0.212080 -0.478155 2.854 2.156 -0.310
C 2.078201 -0.408618 0.802985 -0.358 0.402 -0.087
C 1.563318 -1.485164 1.479750 1.748 -0.486 0.549
C 0.737931 -2.382061 0.827529 0.920 2.470 -2.081
C 0.492036 -2.175094 -0.539667 -0.837 -0.450 1.373
H -1.150773 1.879958 -1.736308 0.502 -0.694 -0.838
H -2.692709 2.486612 -1.957505 0.848 -0.253 0.475
H -2.711771 2.911487 0.494429 0.961 -1.547 -0.142
H -2.846492 1.200987 0.116776 -1.375 -1.704 -0.283
H -1.310056 1.709504 0.641539 0.143 0.458 -0.383
H 2.118061 0.673317 -0.986105 -1.330 -1.141 0.088
H 2.861858 0.264403 1.149742 -0.393 -0.246 0.355
H 2.092573 -1.758193 2.394085 -0.826 0.044 0.280
H 0.399854 -3.179698 1.343381 -1.169 -2.697 1.315
H -0.138021 -2.919931 -1.070617 0.658 0.732 0.026
N -1.843174 2.484087 -1.370644 -1.144 -0.219 1.900
N 0.924558 -1.081179 -1.153842 -1.302 -0.743 -1.506
```
Positions in Å, forces in eV/Å.

relative energy (zero: lowest compared OMol25 entry of this formula, charge and spin): 139.3 kJ/mol
orbital gap: 10.1 eV
DFT total energy: -344.08365 hartree
largest force on an atom: 4.0 eV Å⁻¹
SMILES: c1ccncc1.CN
E_LUMO: 0.92 eV
HOMO energy: -9.2 eV
charge: 0


(4)
# CH3I2O2P

2 unconnected molecules or ions with the total composition CH3I2O2P (ωB97M-V/def2-TZVPD, the OMol25 dataset).

XYZ file:
```
9
Properties=species:S:1:pos:R:3:forces:R:3
C -0.481169 -0.177020 -0.247395 2.717 1.232 -0.762
O -3.940677 0.570450 2.032310 -2.184 1.479 0.409
O -1.350212 0.800462 0.050258 -4.087 -0.352 2.479
P -2.840755 -0.210972 1.591418 4.645 -0.727 -2.160
I -1.309672 -0.776066 3.436084 -0.246 0.246 -0.553
I -3.218541 -2.387997 0.524011 -0.102 0.616 0.102
H 0.168507 0.252466 -1.100884 -0.703 -0.661 0.979
H -0.907722 -1.076163 -0.614972 -0.404 -1.126 -0.375
H 0.183747 -0.309009 0.610659 0.366 -0.705 -0.119
```
Positions in Å, forces in eV/Å.

relative energy (zero: lowest compared OMol25 entry of this formula, charge and spin): 285.5 kJ/mol
orbital gap (alpha / beta): 7.4 / 7.4 eV
DFT total energy: -1127.08461 hartree
largest force on an atom: 5.2 eV Å⁻¹
E_LUMO (alpha / beta): -2.55 / -2.55 eV
HOMO energy (alpha / beta): -9.9 / -9.9 eV
charge: 0


(5)
# C2H6O2

A single C2H6O2 molecule (ωB97M-V/def2-TZVPD, the OMol25 dataset).

XYZ file:
```
10
Properties=species:S:1:pos:R:3:forces:R:3
O -0.699859 1.268871 0.579969 0.491 -0.060 0.195
O -0.956242 -1.275607 -0.604041 -0.407 1.003 0.615
C 0.405833 0.328879 0.699422 -1.677 -0.183 -1.002
C 0.294660 -0.610066 -0.483490 0.868 -0.322 -0.634
H -0.588322 1.777699 -0.243987 0.109 -0.325 0.509
H -1.662280 -0.602044 -0.421675 0.985 -0.788 -0.171
H 1.357372 0.847932 0.724865 0.226 -0.046 0.134
H 0.234696 -0.312272 1.563648 -0.033 0.610 0.415
H 1.102156 -1.358582 -0.403431 -0.490 -0.032 -0.013
H 0.511985 -0.064810 -1.411277 -0.072 0.143 -0.048
```
Positions in Å, forces in eV/Å.

relative energy (zero: lowest compared OMol25 entry of this formula, charge and spin): 64.6 kJ/mol
orbital gap: 11.2 eV
DFT total energy: -230.25601 hartree
largest force on an atom: 2.0 eV Å⁻¹
SMILES: OCCO
E_LUMO: 0.85 eV
HOMO energy: -10.3 eV
charge: 0


(6)
# C4H8ClNO3

2 unconnected molecules or ions with the total composition C4H8ClNO3 (ωB97M-V/def2-TZVPD, the OMol25 dataset).

XYZ file:
```
17
Properties=species:S:1:pos:R:3:forces:R:3
C 3.426089 -0.659331 -0.513824 -2.812 -0.334 1.675
C -0.255706 -0.621511 -0.018752 -1.042 -0.560 -3.488
C -1.398447 0.410040 -0.091367 0.478 0.568 3.280
C 1.815969 0.716170 -0.157621 2.267 0.574 -0.576
N 0.966858 -0.183870 0.597754 -0.198 1.787 1.869
O 2.934965 -1.684213 -0.109539 -0.848 -0.541 0.405
O 4.353465 -0.157084 -0.952289 2.964 1.929 -1.717
O -1.115427 1.732574 -0.501010 0.560 1.044 0.719
Cl 1.972231 2.284195 0.760562 0.017 -0.618 -0.224
H -0.072837 -1.162488 -1.072750 0.201 1.631 2.217
H -0.673044 -1.392385 0.556528 -0.338 -1.304 0.972
H -2.080588 0.125379 -0.806491 -1.413 -1.129 -1.687
H -2.004707 0.220980 0.919730 1.233 1.305 -1.613
H 1.406293 1.004172 -1.095777 -0.575 0.007 -0.560
H 1.622727 -0.982736 0.675059 0.040 -0.741 0.561
H 0.807057 0.382317 1.506686 0.105 -1.735 -1.343
H -0.665614 2.402331 0.096005 -0.639 -1.883 -0.490
```
Positions in Å, forces in eV/Å.

relative energy (zero: lowest compared OMol25 entry of this formula, charge and spin): 248.1 kJ/mol
orbital gap: 8.8 eV
DFT total energy: -897.78778 hartree
largest force on an atom: 3.9 eV Å⁻¹
E_LUMO: 0.31 eV
HOMO energy: -8.5 eV
charge: 0


What is the DFT total energy in the sixth record? -897.78778 hartree